# 1
Entry from the Open Molecules 2025 dataset: a cluster of 3 separate species, C20H25BClF16O6P2 in total (ωB97M-V/def2-TZVPD).

Cartesian coordinates (Å):
C -1.26125 -3.95146 -1.88292
C -0.50551 -3.03027 -2.66915
B 0.43809 -1.88580 -3.45206
O 0.17878 -0.69774 -2.56418
C -0.82170 0.03939 -3.39032
C -1.33437 1.51554 -2.89471
C -2.99892 1.40129 -2.77696
O -3.60451 0.38605 -2.11054
Cl -4.15173 2.63473 -3.59774
C 0.01321 -0.07588 -4.83192
P -0.86881 0.57182 -6.41644
O -1.85762 1.79955 -6.09778
P 1.91988 0.27975 -4.65215
C 2.84218 -0.15370 -6.27920
C 2.90418 -1.78714 -6.56067
C 2.19886 2.08985 -4.11196
C 2.50405 2.95322 -5.49403
O 0.04431 -1.57621 -4.87202
H -2.08180 -4.39922 -1.15913
H 1.52209 -2.37638 -3.38319
H -1.73900 -0.68595 -3.59031
H -0.94445 1.79560 -1.80199
H -1.00843 2.35055 -3.67090
H -1.67694 -0.48943 -6.97911
H 0.14634 0.98235 -7.36121
H 2.21417 0.29721 -7.17475
H 3.92584 0.30309 -6.35558
H 3.66615 -2.08517 -7.41032
H 3.14850 -2.39013 -5.56056
H 1.83588 -2.15856 -6.93904
H 3.14829 2.25006 -3.41178
H 1.21579 2.46451 -3.55028
H 3.65505 2.86399 -5.71811
H 2.12388 4.05189 -5.34076
H 1.86476 2.46431 -6.35856
C 1.60323 -2.53953 1.99024
C 0.56543 -3.57524 1.53328
C -0.89205 -3.14077 1.66963
F -1.23108 -2.83594 2.93954
F -1.72601 -4.14095 1.28011
F 0.79679 -4.74933 2.17877
F 0.80743 -3.83127 0.20743
O 2.09585 -2.67523 3.32765
C 1.26320 -2.12140 4.34554
C 0.64538 -3.18479 5.26202
F -0.03561 -4.12773 4.56056
F -0.24649 -2.62861 6.12632
F 0.33823 -1.31765 3.76467
F 2.06257 -1.29899 5.07547
H 2.48953 -2.69192 1.36205
H 1.29109 -1.50991 1.77336
H -1.10323 -2.27313 1.03680
H 1.41506 -3.69417 5.84548
C -2.65905 2.47889 4.95537
C -3.00080 2.93659 6.38094
C -2.23333 4.16136 6.87337
F -0.89662 3.97761 6.87111
F -2.57729 4.45586 8.15499
F -2.85712 1.88495 7.23070
F -4.33821 3.24170 6.39720
O -1.68827 1.43350 4.83500
C -0.32602 1.85255 4.90454
C 0.39266 1.35542 6.16502
F -0.26544 1.70959 7.29921
F 1.64046 1.88988 6.26070
F -0.27500 3.19993 4.75981
F 0.27967 1.33827 3.80146
H -3.57632 2.04080 4.54299
H -2.43654 3.32067 4.28717
H -2.46339 5.03980 6.26242
H 0.48603 0.26751 6.15942

Values from the calculation:
* total charge: -1
* LUMO: 2.05 eV
* energy: -3993.90293 Ha
* HOMO: -4.693 eV

***

# 2
Entry from the Open Molecules 2025 dataset: a cluster of 6 separate species, C20H25BF19O10 in total (ωB97M-V/def2-TZVPD).

Cartesian coordinates (Å):
B -11.21460 17.38055 -20.83326
F -11.01253 16.70529 -22.05179
F -10.17297 18.21638 -20.63024
F -12.31678 18.14130 -20.96828
F -11.23028 16.46486 -19.73842
C -9.98068 18.74188 -26.50651
C -9.82797 19.93069 -25.54639
O -8.53797 20.58178 -25.68691
C -7.39016 20.16088 -24.99478
O -7.27876 19.04353 -24.44042
C -6.22917 21.21934 -25.11482
F -5.49226 21.07218 -24.02131
F -5.46889 20.98447 -26.16442
F -6.62859 22.48672 -25.26290
H -10.94560 18.25364 -26.36985
H -9.11341 18.11097 -26.31177
H -9.87325 19.05494 -27.54504
H -10.05731 19.69947 -24.50617
H -10.52952 20.72770 -25.79274
C -9.82506 19.90460 -15.11624
C -9.13099 18.66524 -15.55152
O -8.04340 18.37908 -14.68431
C -7.18410 17.34125 -14.85103
O -7.04464 16.65504 -15.85644
C -6.25071 17.16288 -13.57474
F -6.60088 18.00696 -12.58460
F -6.44055 15.88870 -13.16692
F -4.93863 17.31515 -13.92795
H -9.08722 20.70193 -15.02692
H -10.38928 19.87106 -14.18424
H -10.50042 20.12282 -15.94351
H -8.72821 18.84535 -16.54822
H -9.82793 17.82819 -15.59305
C -10.58760 23.83039 -19.21605
C -11.75055 24.64459 -18.65958
O -11.30546 25.96822 -18.40953
C -12.20505 26.95177 -18.16065
O -13.42145 26.79001 -18.20484
C -11.55495 28.35068 -17.83259
F -12.16323 28.91556 -16.77657
F -10.31952 28.23432 -17.54859
F -11.74099 29.10570 -18.97149
H -10.81650 22.76938 -19.31582
H -9.62280 23.83285 -18.70884
H -10.48470 24.06586 -20.27532
H -12.05560 24.27145 -17.68192
H -12.62702 24.53966 -19.29902
C -16.38015 21.42425 -23.11715
C -14.98201 22.06035 -22.88519
O -15.08509 23.53470 -22.92784
C -14.59988 24.21454 -23.96293
O -13.95046 23.69879 -24.84546
C -14.86859 25.71466 -23.86445
F -14.85688 26.06455 -22.61542
F -13.96690 26.40690 -24.59934
F -16.11680 25.88511 -24.33618
H -17.00283 21.86583 -23.89520
H -16.97766 21.50284 -22.20891
H -16.31622 20.35096 -23.29625
H -14.21050 21.74290 -23.58669
H -14.52291 21.84527 -21.92027
C -13.65647 13.47470 -22.94599
C -12.91168 12.72964 -24.06908
O -12.68365 11.33714 -23.73112
C -11.65429 10.96154 -22.89460
O -10.85268 11.76128 -22.43693
C -11.78638 9.41676 -22.61433
F -12.78771 8.84354 -23.26203
F -10.68146 8.72554 -22.93711
F -11.91961 9.27456 -21.24451
H -13.04781 13.53946 -22.04407
H -14.49151 12.85244 -22.62413
H -13.87426 14.49123 -23.27360
H -12.04453 13.31920 -24.36670
H -13.65006 12.75680 -24.87041

Values from the calculation:
* total charge: -1
* LUMO: 1.97 eV
* energy: -3452.13304 Ha
* energy relative to the best compared isomer or geometry (same formula, charge and spin): 280.3 kJ/mol
* HOMO: -7.829 eV

***

# 3
Entry from the Open Molecules 2025 dataset: a structure of composition C20H25Cl3GeNPdSSi (ωB97M-V/def2-TZVPD).

Cartesian coordinates (Å):
Pd -12.99519 -8.17224 9.20518
C -14.41844 -8.63145 1.84379
C -14.05197 -9.32953 3.17543
C -12.50532 -9.04212 3.45245
C -14.04608 -10.90773 2.95720
C -14.99023 -9.06062 4.35197
C -16.30338 -9.10497 4.36698
C -17.23713 -8.95240 5.52472
C -16.59820 -8.81851 6.78463
S -17.43338 -8.64816 8.35802
C -15.82912 -8.48124 8.93986
N -14.82201 -8.62080 8.14577
C -15.21946 -9.05231 6.81705
C -14.39267 -8.72506 5.77774
C -15.55543 -8.49570 10.41551
C -16.84604 -8.46277 11.37793
C -16.54251 -8.32159 12.59558
C -15.21714 -8.30448 13.06714
C -14.19537 -8.03783 12.17064
C -14.36895 -8.18634 10.91052
H -13.74768 -7.81201 1.63807
H -15.36446 -7.99819 2.01409
H -14.60604 -9.51572 1.03014
H -11.95736 -9.50157 2.62481
H -12.16456 -9.48550 4.30688
H -12.55209 -7.80192 3.76714
H -13.03321 -11.16802 2.42336
H -14.80351 -11.10070 2.20047
H -14.26274 -11.23255 3.79373
H -16.85599 -9.58820 3.42617
H -18.29278 -8.93415 5.20333
H -13.31795 -8.65768 5.76067
H -17.75155 -8.84468 11.17312
H -17.43000 -7.94333 13.24433
H -14.51625 -8.94036 13.87247
H -13.29101 -7.87153 13.01786
Cl -9.55665 -9.92692 8.49708
Ge -11.33066 -8.89683 7.50834
Cl -11.90066 -10.83075 6.50612
Cl -10.69642 -7.93936 5.65080
C -9.87069 -6.35268 9.37930
Si -11.21953 -7.13369 10.46614
C -11.80672 -5.58547 11.10510
C -10.54857 -8.24758 11.79258
H -9.37393 -5.69504 10.12812
H -10.16300 -5.93438 8.56938
H -9.09465 -6.98835 8.86854
H -11.76446 -5.32294 10.10305
H -11.05593 -5.21446 11.87075
H -12.61414 -5.89740 11.93961
H -9.46206 -7.89153 11.59814
H -10.29082 -9.42943 11.68927
H -10.67708 -7.99283 12.84598

Values from the calculation:
* total charge: -2
* LUMO (alpha / beta): 4.56 / 4.52 eV
* energy: -5104.68547 Ha
* energy relative to the best compared isomer or geometry (same formula, charge and spin): 0.0 kJ/mol
* multiplicity: 2
* HOMO (alpha / beta): 1.089 / -1.516 eV
* <S²>: 0.80